Density functional theory data (ωB97M-V/def2-TZVPD) for a 8-piece molecular cluster, C26H54N3O9S overall in a non-equilibrium geometry.

Lowest unoccupied orbital energy: -4.99 eV
HOMO level: -0.3893 hartree
Charge: +1
Energy: -61559.4084 eV
HOMO-LUMO gap: 5.6 eV
Maximum force: 7.9 eV/A

Last column: Mulliken charge in e.
Geometry (Å):
C -1.6463 -1.4624 -0.2123  -0.81
S 0.2092 -1.3603 -0.4463  1.10
O 0.9622 -1.6359 0.8892  -0.65
O 0.5264 0.1440 -0.8033  -0.54
C 0.8924 -2.3914 -1.8526  -0.21
C 0.1272 -3.8217 -2.1026  -0.70
C 0.5092 -4.9955 -0.9982  -0.42
N 2.0264 -5.2353 -1.0257  -0.31
C 2.6166 -3.8628 -0.7451  0.20
N 3.3721 -3.6684 0.3850  -0.19
N 2.3691 -2.6554 -1.6349  -0.24
H -1.9653 -0.4882 0.3983  0.15
H -1.9516 -2.3843 0.4684  0.38
H -2.2773 -1.4639 -1.1981  0.35
H 0.7868 -1.7607 -2.8404  0.34
H 0.5342 -4.2337 -3.1465  0.35
H -1.0438 -3.6986 -2.2641  0.35
H 0.0329 -6.0182 -1.3761  0.36
H 0.1631 -4.7556 0.0937  0.28
H 2.3291 -5.6086 -1.9533  0.36
H 3.0798 -4.1743 1.2662  0.28
H 4.1847 -3.0138 0.3377  0.24
H 2.7126 -1.8385 -1.0814  0.26
C -3.5140 2.5602 1.6836  -1.11
C -3.6255 2.2061 0.2248  0.95
O -4.1326 1.1460 -0.1381  -0.54
C -3.0924 3.1994 -0.7729  -1.11
H -3.9393 1.7509 2.2869  0.17
H -2.4631 2.6847 1.9564  0.35
H -4.0715 3.4780 1.8868  0.39
H -2.0227 3.3524 -0.6095  0.34
H -3.6311 4.1457 -0.6791  0.38
H -3.2402 2.8108 -1.7861  0.23
C -1.4970 7.2342 -3.5660  -1.09
C -2.3643 6.0150 -3.4006  0.84
O -3.1046 5.8852 -2.4271  -0.54
C -2.2908 4.9608 -4.4727  -0.99
H -1.6540 7.9089 -2.7177  0.29
H -0.4445 6.9409 -3.5895  0.31
H -1.7664 7.7599 -4.4855  0.34
H -1.2736 4.5662 -4.5366  0.25
H -2.5956 5.3852 -5.4326  0.37
H -2.9702 4.1395 -4.2210  0.23
C -6.7399 -0.7114 4.0891  -1.10
C -6.8514 -1.0655 2.6303  0.73
O -7.3585 -2.1256 2.2673  -0.59
C -6.3184 -0.0722 1.6326  -0.61
H -7.1652 -1.5206 4.6923  0.27
H -5.6891 -0.5869 4.3619  0.37
H -7.2975 0.2064 4.2923  0.31
H -5.2487 0.0808 1.7960  -0.07
H -6.8570 0.8741 1.7264  0.36
H -6.4661 -0.4608 0.6194  0.29
C 7.8270 0.2184 -0.6129  -1.13
C 6.9596 -1.0008 -0.4475  1.03
O 6.2194 -1.1306 0.5260  -0.60
C 7.0331 -2.0550 -1.5196  -0.98
H 7.6699 0.8931 0.2355  0.30
H 8.8795 -0.0749 -0.6364  0.27
H 7.5575 0.7441 -1.5324  0.32
H 8.0503 -2.4496 -1.5834  0.32
H 6.7284 -1.6306 -2.4795  0.36
H 6.3537 -2.8764 -1.2679  0.15
C 3.9034 3.6719 -2.8058  -1.04
C 2.8542 2.7423 -3.3542  0.69
O 2.3997 2.8896 -4.4876  -0.58
C 2.3824 1.6252 -2.4621  -0.71
H 4.1472 4.4286 -3.5592  0.31
H 3.5234 4.1761 -1.9138  0.33
H 4.8102 3.1099 -2.5684  0.24
H 1.9346 2.0382 -1.5548  0.35
H 3.2214 0.9721 -2.2094  0.18
H 1.6253 1.0350 -2.9894  0.25
C -12.0334 -0.2486 5.5674  -1.08
C -10.8705 -1.0814 5.0983  0.81
O -9.8835 -1.2587 5.8104  -0.55
C -10.9621 -1.6890 3.7241  -0.99
H -11.8283 0.1252 6.5763  0.30
H -12.1722 0.6052 4.8996  0.31
H -12.9393 -0.8592 5.5981  0.33
H -11.0532 -0.8994 2.9741  0.30
H -11.8202 -2.3638 3.6726  0.35
H -10.0520 -2.2631 3.5199  0.22
C 11.8902 -0.9728 1.6159  -1.13
C 10.8410 -1.9025 1.0675  0.87
O 10.3865 -1.7551 -0.0658  -0.58
C 10.3692 -3.0195 1.9596  -1.12
H 12.1340 -0.2161 0.8626  0.31
H 11.5102 -0.4686 2.5080  0.32
H 12.7970 -1.5348 1.8534  0.36
H 9.9215 -2.6065 2.8669  0.33
H 11.2082 -3.6727 2.2124  0.37
H 9.6121 -3.6097 1.4324  0.26

Forces on the atoms, in the same order (eV/Å):
-1.7684 -0.3055 0.8667
2.6027 6.4008 3.7883
-2.4988 -0.9512 -4.2701
-1.5402 -5.4998 0.1513
-0.7043 -2.0581 -2.3935
-0.0510 -0.6615 -0.6638
-0.9638 -0.3694 -1.3042
-0.5458 3.6596 1.1039
0.1317 0.9780 -0.0768
-1.4215 -1.0010 -2.3194
-0.2837 -2.1751 3.3914
1.1685 -1.9727 -1.4659
0.9511 1.7795 -1.5851
1.5804 0.0088 1.6915
0.1345 -0.9358 2.2295
-0.8276 1.0183 2.2190
2.5670 -0.0914 0.6356
0.8458 2.3339 1.0458
0.7387 -0.4518 -2.1287
-0.1625 0.8290 0.8786
1.1662 0.2406 -1.6209
-1.2006 0.0379 0.6841
0.0450 -0.6316 -0.6517
-0.2317 -0.4525 0.1706
-0.3873 -0.8915 -0.6076
0.7294 0.8985 0.3778
-0.2574 -0.3747 -0.2224
0.1014 0.2231 -0.1050
-0.0874 0.2320 -0.0091
0.2375 0.0387 0.0119
-0.0944 0.2124 0.0926
0.2748 0.0222 0.0017
0.0011 0.1073 0.2436
-0.1626 0.2213 0.4424
-0.9199 -0.1223 1.1969
0.9117 0.1519 -1.1729
-0.3265 -0.3062 0.2238
0.0131 -0.1719 -0.1922
-0.0515 0.0569 -0.2316
0.2106 -0.1048 -0.0333
-0.0110 0.1318 -0.2045
0.2316 -0.0411 -0.0051
0.1274 0.2016 -0.0478
-0.2238 -0.5056 0.1598
-0.6839 -1.2446 -0.4134
0.6184 1.2320 0.4042
-0.1781 -0.4308 -0.2636
0.0368 0.2330 -0.1305
-0.0591 0.2304 -0.0089
0.2029 0.0307 0.0429
-0.2236 0.1506 -0.0158
0.2191 0.0596 0.0788
0.0786 0.1184 0.2374
-0.1867 0.1524 0.4634
-0.4598 0.0464 0.8764
0.3499 -0.1527 -0.9577
-0.2853 -0.1948 0.1775
-0.0172 -0.1648 -0.1819
-0.0928 -0.0016 -0.2342
0.1741 -0.1061 -0.0515
-0.0221 0.1556 -0.1356
0.2329 -0.0259 -0.0227
0.1238 0.0966 -0.0323
0.0094 0.3183 -0.4161
-0.5154 0.1831 -1.5573
0.5310 -0.2049 1.4649
-0.2920 -0.0435 -0.4296
-0.0686 -0.1924 0.1629
0.1670 -0.1527 0.0818
-0.0875 0.0613 0.2090
0.2003 -0.1815 0.0125
0.0106 0.1210 0.2314
0.1586 0.2169 0.1414
0.1967 0.1188 0.4809
1.2540 -0.2564 0.8829
-1.1824 0.2590 -0.8848
0.4869 -0.2536 0.0416
-0.0296 -0.0992 -0.2325
-0.1814 -0.1457 -0.0474
-0.0201 0.1484 -0.1822
-0.2141 -0.0988 0.0009
-0.0652 0.1960 -0.1241
-0.1710 0.1394 0.0365
-0.0075 0.2705 -0.4654
-0.4243 0.1719 -1.1869
0.3790 -0.1777 1.2222
-0.3231 -0.1760 -0.3575
-0.0609 -0.1896 0.1626
0.1547 -0.1648 0.0780
-0.1083 0.0617 0.2001
0.2124 -0.0841 0.0599
-0.0592 0.1275 0.1879
0.1735 0.1345 0.0991


Density functional theory data (ωB97M-V/def2-TZVPD) for the molecule C7H12FN3 in a non-equilibrium geometry.

Lowest unoccupied orbital energy (spin up / spin down): 0.06 / 0.75 eV
HOMO level (spin up / spin down): -0.2494 / -0.3175 hartree
ΔE to the lowest compared entry with this formula, charge and spin: 4.800 eV
Energy: -14634.2078 eV
HOMO-LUMO gap (spin up / spin down): 6.8 / 9.4 eV
Maximum force: 3.9 eV/A

Last column: Mulliken charge in e.
Geometry (Å):
C 0.0138 -0.9097 -0.1903  0.36
C -2.4591 -0.7537 0.3621  -0.56
C 1.7669 1.4477 0.5922  -0.86
C -1.8837 -2.1892 0.0320  -0.52
C -1.8757 0.2678 -0.5692  -0.67
C 0.3731 1.5171 -0.1453  -0.51
C 2.8506 0.6456 -0.2959  -0.57
N -0.5433 -1.9673 -0.3288  -0.46
N -0.3763 0.2890 -0.3592  0.12
N 2.6231 -0.7057 -0.5016  -0.26
F 2.7643 -1.4006 0.7540  -0.21
H -3.6286 -0.6739 0.3701  0.33
H -2.0828 -0.5184 1.4402  0.25
H 2.3954 2.3729 0.7438  0.37
H 1.7905 0.8875 1.5171  0.34
H -2.0288 -2.9463 0.9367  0.25
H -2.3453 -2.5819 -0.8377  0.37
H -2.1736 -0.0979 -1.5460  0.28
H -2.2425 1.2758 -0.3309  0.39
H -0.1315 2.0554 0.5473  0.41
H 0.4646 1.9955 -1.2008  0.32
H 2.9174 1.1609 -1.2148  0.44
H 3.8115 0.8294 0.2250  0.39

Forces on the atoms, in the same order (eV/Å):
3.8916 -0.3260 -0.5486
-1.4410 -0.7435 2.8973
2.0177 -1.5813 -2.2056
-1.6776 0.4580 2.1282
0.5564 0.8681 0.6682
2.6158 -0.3974 -2.1807
-0.2779 1.6402 2.9649
0.8065 -2.8642 0.4418
-1.8354 1.8209 -0.1458
-1.1281 -2.2410 -0.1349
0.2639 1.0369 -0.6464
2.1485 -0.3487 -0.0552
-0.8680 -0.2603 -1.6487
-1.8055 -0.2071 -0.1279
-0.6975 0.0661 0.3832
0.3763 1.6097 -1.8760
-0.9075 -0.7117 -0.6487
0.4591 0.6070 -0.7022
-0.0611 -0.3084 -0.3926
-2.3215 2.3322 1.4123
-0.0002 -0.2169 2.0244
-0.0049 0.1216 -1.4577
-0.1096 -0.3542 -0.1494


Density functional theory data (ωB97M-V/def2-TZVPD) for a 5-piece molecular cluster, CH14NO4 overall in a non-equilibrium geometry.

Lowest unoccupied orbital energy: -2.97 eV
HOMO level: -0.5335 hartree
Charge: +1
ΔE to the lowest compared entry with this formula, charge and spin: 1.370 eV
Energy: -10937.9856 eV
HOMO-LUMO gap: 11.6 eV
Maximum force: 3.6 eV/A

Last column: Mulliken charge in e.
Geometry (Å):
C -0.0139 -0.7131 -0.6751  -0.85
N 0.2321 0.3809 0.3283  -0.21
H 0.8331 -0.6721 -1.3571  0.36
H -0.2724 -1.6371 -0.1799  0.33
H -0.8430 -0.3781 -1.2968  0.37
H 0.0990 1.2069 -0.2796  0.33
H 1.2228 0.5346 0.5401  0.36
H -0.4928 0.6308 0.9736  0.31
H -1.6196 -2.3052 -2.7853  0.32
H -2.9831 -2.8518 -2.3135  0.32
O -2.1339 -2.5651 -1.9864  -0.63
H 2.8343 2.6331 0.6104  0.33
H 3.0494 2.0273 2.0386  0.33
O 2.9052 1.8276 1.1258  -0.67
H 1.3066 -2.5898 2.5003  0.32
H 0.5019 -1.8142 3.5067  0.31
O 0.6951 -1.8363 2.5584  -0.61
H -1.4015 2.8577 -1.7551  0.32
H -2.3701 2.8680 -0.6417  0.31
O -1.5490 2.3959 -0.9117  -0.64

Forces on the atoms, in the same order (eV/Å):
-0.5736 0.6140 -0.0619
0.4827 1.8189 -3.0728
0.2658 -0.6970 0.3866
0.4142 -0.2398 -0.1335
-0.2983 -0.1943 0.3422
-0.1002 0.1253 0.0567
-0.0455 -0.5027 1.4442
-0.0597 -0.8421 1.3470
-0.7195 -0.4588 0.7552
-0.3776 -0.1687 -0.1958
1.1082 0.6186 -0.6254
0.2424 0.3322 0.3264
0.1912 0.5114 0.7439
-0.6497 -0.9451 -1.2001
-0.2427 0.3134 -0.1811
-0.1128 0.1370 -0.2159
0.3356 -0.3532 0.2924
0.3282 -0.3897 0.1503
0.6871 -0.7132 0.2415
-0.8759 1.0337 -0.3998


Density functional theory data (ωB97M-V/def2-TZVPD) for a 2-piece molecular cluster, C9H13NO overall in a non-equilibrium geometry.

Lowest unoccupied orbital energy: 0.77 eV
HOMO level: -0.3403 hartree
Structure (SMILES): Cc1ccccc1.CC(N)=O
ΔE to the lowest compared entry with this formula, charge and spin: 1.289 eV
Energy: -13080.7824 eV
HOMO-LUMO gap: 10.0 eV
Maximum force: 3.5 eV/A

Last column: Mulliken charge in e.
Geometry (Å):
C 0.1970 -2.7697 -1.5358  -1.46
C 0.3721 -1.9038 -0.3740  1.23
C -0.6932 -2.0590 0.5465  -0.64
C -0.7434 -1.2156 1.6105  -0.31
C 0.4175 -0.4880 1.8845  -0.74
C 1.5259 -0.5362 1.0718  -0.12
C 1.5248 -1.2062 -0.1615  -0.81
H -0.7134 -3.3209 -1.4314  0.34
H 0.8089 -3.5249 -1.9204  0.39
H 0.0390 -2.0834 -2.3786  0.28
H -1.5105 -2.7106 0.3385  0.30
H -1.5812 -1.2409 2.3186  0.46
H 0.4241 0.0453 2.8319  0.36
H 2.3735 0.2036 1.2294  0.28
H 2.3547 -1.2236 -0.8450  0.45
C 0.1745 3.2323 -0.9672  -0.78
C -1.0879 2.9622 -0.2735  0.54
N -1.0790 1.7563 0.4844  -0.23
O -2.1223 3.5481 -0.4682  -0.59
H 0.7212 2.2897 -1.0804  0.22
H 0.8688 4.0230 -0.5336  0.22
H -0.0859 3.5234 -1.9900  0.30
H -1.8997 1.3113 0.7613  0.21
H -0.2855 1.3877 0.8820  0.12

Forces on the atoms, in the same order (eV/Å):
-1.7911 0.9417 -2.1661
-0.3022 -2.8326 0.3623
0.6411 1.6092 -0.6355
0.4190 -0.4046 1.2126
-0.3351 -0.0297 1.1525
1.7770 2.2816 -0.8223
-0.9396 0.4979 1.8494
-0.8842 -0.1315 -0.0286
2.1691 -0.7775 0.1577
-0.1144 -0.2694 -0.2612
-0.3243 -0.3904 -0.2918
0.3805 0.1577 -0.2958
0.2775 0.2659 -0.2677
-0.9281 -1.2733 0.3536
0.0866 0.1222 -0.1148
2.1495 0.7362 -0.7316
-1.2700 -2.5481 1.4437
-0.3678 2.8695 -1.9460
-0.2233 0.5174 -0.0578
0.1681 0.2686 0.2338
-1.1148 -0.9635 -0.3498
0.0466 0.2764 0.2420
-1.6474 -0.1776 0.4470
2.1272 -0.7460 0.5147